# 1
The following is a DFT calculation (ωB97M-V/def2-TZVPD) of a cluster of 2 separate species, C3H4FO2Si in total in a non-equilibrium geometry.

Geometry as XYZ:
```
11
Properties=species:S:1:pos:R:3:forces:R:3:nbo_charge:R:1
C -0.40237 0.37432 -1.62270 1.10 -1.28 2.10 -0.48
C -0.03812 0.21043 -0.34609 -0.80 -0.22 1.38 -0.84
C -1.03015 -2.04483 0.20358 0.54 0.17 0.25 1.03
O -0.86262 -2.61750 -0.80532 0.13 0.12 -1.17 -0.62
O -1.35436 -2.00246 1.32619 -0.38 0.46 1.03 -0.60
F 1.74405 0.15489 1.85165 0.49 0.33 -0.79 -0.68
Si 0.85700 1.20711 0.93402 -0.36 -0.65 0.17 1.44
H 0.18585 0.95848 -2.23408 0.69 2.10 -1.79 0.14
H -0.88861 -0.44467 -2.09260 -0.83 -0.57 -0.66 0.17
H 1.63818 2.49823 0.64539 0.28 -0.65 -0.18 -0.29
H 0.15114 1.70600 2.13994 -0.86 0.19 -0.33 -0.26
```
Positions in Å, forces in eV/Å.

- highest occupied orbital energy (eV) = -2.7
- total charge = -1
- molar mass (g/mol) = 119.15
- E_tot (Eh) = -656.580701

---

# 2
The following is a DFT calculation (ωB97M-V/def2-TZVPD) of a structure of composition C3H4FO2Tl in a non-equilibrium geometry.

Geometry as XYZ:
```
11
Properties=species:S:1:pos:R:3:forces:R:3:nbo_charge:R:1
O 1.14972 -0.63432 1.18800 0.57 0.11 1.18 -0.49
Tl 1.07879 2.23306 -0.63639 0.96 2.46 -0.01 0.81
C 1.42911 0.62594 1.21312 -0.34 -0.37 1.46 0.57
C -0.08271 -1.20250 1.05649 -0.55 -0.54 -0.51 -0.06
H -0.95959 -0.56461 1.10890 0.34 -0.22 0.12 0.18
H -0.05315 -2.28750 1.01586 -0.08 0.45 -0.01 0.22
F 1.74245 0.99849 2.44120 0.16 -0.61 -1.14 -0.27
C -1.06776 0.16934 -1.82747 -0.68 0.52 -0.63 0.34
O -0.10827 0.88667 -2.03538 -0.92 -1.58 -0.59 -0.61
H -1.47331 -0.47380 -2.63233 0.28 -0.01 0.34 0.17
H -1.65528 0.24924 -0.89201 0.26 -0.21 -0.20 0.13
```
Positions in Å, forces in eV/Å.

- highest occupied orbital energy (alpha / beta) (eV) = -12.8 / -13.7
- total charge = +1
- molar mass (g/mol) = 295.44
- 2S+1 = 2
- expectation value of S² = 0.759
- E_tot (Eh) = -539.098044

---

# 3
The following is a DFT calculation (ωB97M-V/def2-TZVPD) of a structure of composition C3H4FO3 in a non-equilibrium geometry.

Geometry as XYZ:
```
11
Properties=species:S:1:pos:R:3:forces:R:3:nbo_charge:R:1
C 1.85197 -0.07317 0.15250 -3.60 1.40 1.42 0.79
C -1.33164 -0.59902 -0.54134 -4.17 -0.07 -0.23 -0.21
C 0.15643 0.76197 0.44459 4.23 -1.22 0.82 0.28
O 1.96264 -0.42579 -0.97527 0.17 -0.87 -3.20 -0.73
O 2.52189 -0.12602 1.14335 1.43 0.11 2.41 -0.75
O -0.59327 0.50806 -0.65303 -0.54 2.65 -0.83 -0.54
F 0.47177 2.10739 0.44610 -0.53 0.36 0.07 -0.39
H -2.39933 -0.45005 0.02410 2.03 -0.04 -0.89 0.10
H -0.77984 -1.24458 0.04745 0.79 -2.42 0.85 0.17
H -1.61625 -0.94781 -1.55303 0.46 -0.20 0.60 0.18
H -0.24436 0.48902 1.46455 -0.28 0.30 -1.01 0.10
```
Positions in Å, forces in eV/Å.

- highest occupied orbital energy (eV) = -3.1
- total charge = -1
- molar mass (g/mol) = 107.06
- E_tot (Eh) = -442.300349

---

# 4
The following is a DFT calculation (ωB97M-V/def2-TZVPD) of a structure of composition C3H4FeO3 in a non-equilibrium geometry.

Geometry as XYZ:
```
11
Properties=species:S:1:pos:R:3:forces:R:3:nbo_charge:R:1
H 1.73965 -0.35552 0.60028 0.10 -0.26 1.01 0.47
O -0.33183 0.26134 0.95664 1.78 -1.22 -0.90 -0.49
Fe -1.72191 1.25655 2.13048 -1.35 0.90 1.31 1.86
C 0.62300 -0.69646 0.53907 -1.84 1.23 -1.50 -0.07
C 0.69221 -0.52093 -0.97749 -1.95 2.59 -0.25 -0.05
H 0.35451 -1.69252 0.89946 0.73 -0.37 0.95 0.37
H 0.34352 -1.41576 -1.50406 0.18 -0.77 -0.48 0.39
H 1.58609 -0.02505 -1.36793 0.27 -0.28 -0.82 0.35
O -1.88372 1.64491 0.19426 0.66 0.12 -0.25 -0.59
C -0.94080 0.97322 -0.18902 -0.47 -0.92 0.02 1.03
O -0.46072 0.57022 -1.28169 1.89 -1.03 0.90 -0.28
```
Positions in Å, forces in eV/Å.

- highest occupied orbital energy (alpha / beta) (eV) = -28.1 / -27.6
- total charge = +3
- molar mass (g/mol) = 143.91
- 2S+1 = 6
- expectation value of S² = 8.759
- E_tot (Eh) = -1604.568626

---

# 5
The following is a DFT calculation (ωB97M-V/def2-TZVPD) of a structure of composition C3H4FeO3 in a non-equilibrium geometry.

Geometry as XYZ:
```
11
Properties=species:S:1:pos:R:3:forces:R:3:nbo_charge:R:1
C 0.59759 2.07013 -0.11495 -1.27 -2.56 -0.33 0.10
O 0.79305 -0.40942 -0.13699 3.11 2.33 -1.59 -0.60
C -0.42313 0.01132 -0.02869 -0.86 1.93 1.89 0.98
C 1.79164 1.16807 -0.08906 -0.56 -0.96 2.56 -0.11
O -0.56495 1.34642 -0.05462 0.21 0.79 -0.43 -0.31
O -1.30048 -0.74959 0.37551 0.44 -0.12 -1.24 -0.56
H 0.57244 2.88569 0.61339 0.28 1.25 -0.82 0.38
H 2.10543 1.00569 0.95000 -0.07 -0.36 0.83 0.38
H 1.32081 1.93589 -1.27833 -1.70 1.31 0.23 0.52
Fe -0.05261 -2.28435 0.12872 -0.60 -2.34 0.39 1.82
H 2.73150 1.59358 -0.46580 1.01 -1.27 -1.49 0.39
```
Positions in Å, forces in eV/Å.

- highest occupied orbital energy (alpha / beta) (eV) = -26.3 / -27.0
- total charge = +3
- molar mass (g/mol) = 143.91
- 2S+1 = 6
- expectation value of S² = 8.758
- E_tot (Eh) = -1604.490259

---

# 6
The following is a DFT calculation (ωB97M-V/def2-TZVPD) of a structure of composition C3H4GaLiO4 in a non-equilibrium geometry.

Geometry as XYZ:
```
13
Properties=species:S:1:pos:R:3:forces:R:3:nbo_charge:R:1
O -1.28261 0.77132 -0.08110 -1.14 -0.09 -1.47 -0.94
O 0.31595 -0.85891 -0.99621 -0.58 -0.68 -0.71 -0.82
C 1.71719 -0.80726 -0.94507 1.41 -0.14 -0.35 -0.10
C 2.04606 0.09698 0.25533 0.31 -0.25 0.66 -0.11
O 0.90709 0.92612 0.42263 -0.60 -0.36 -0.78 -0.52
C -0.24664 0.15002 0.47846 1.06 0.47 5.05 0.96
H 2.14846 -1.81059 -0.79105 -0.40 0.32 -0.16 0.22
H 2.14893 -0.38945 -1.87022 -0.27 -0.17 0.25 0.19
H 2.92062 0.73539 0.08455 -0.34 -0.17 0.07 0.22
H 2.18755 -0.50605 1.16550 0.04 0.21 -0.27 0.21
O -0.46334 -0.53951 1.52556 -0.38 0.83 -2.26 -0.77
Ga -0.83927 0.28478 -1.87009 -0.08 0.26 0.18 1.49
Li -2.44234 0.17066 1.68618 0.98 -0.25 -0.22 0.98
```
Positions in Å, forces in eV/Å.

- highest occupied orbital energy (alpha / beta) (eV) = -14.0 / -14.0
- total charge = +1
- molar mass (g/mol) = 180.72
- 2S+1 = 2
- expectation value of S² = 0.754
- E_tot (Eh) = -2349.759071